(1)
65
Properties=species:S:1:pos:R:3 method="wB97M-V/def2-TZVPD" relative_energy_kj_mol=91.38 e_tot_ha=-1906.10857 gap_ev=8.691 smiles="CCOc1ccc(CCNC(=O)[C@@H]2CCCN(c3nn4c(=O)cc(C)nc4s3)C2)cc1OCC" homo_ev=-8.2
C 5.998 0.507 1.246
C 4.640 1.114 1.561
O 3.657 0.445 0.786
C 2.378 0.972 0.894
C 2.129 2.255 0.414
C 0.890 2.845 0.527
C -0.157 2.156 1.130
C -1.479 2.834 1.335
C -2.307 2.939 0.045
N -2.895 1.675 -0.342
C -3.995 1.221 0.275
O -4.548 1.827 1.175
C -4.635 -0.073 -0.259
C -5.050 -0.961 0.922
C -3.837 -1.677 1.510
C -3.142 -2.505 0.427
N -2.746 -1.633 -0.653
C -1.476 -1.307 -0.888
N -1.108 -0.248 -1.525
N 0.226 -0.214 -1.725
C 0.860 0.896 -2.342
O 0.205 1.861 -2.670
C 2.265 0.669 -2.497
C 2.882 -0.462 -2.045
C 4.342 -0.714 -2.199
N 2.202 -1.443 -1.399
C 0.933 -1.271 -1.257
S -0.133 -2.396 -0.457
C -3.835 -0.900 -1.267
C 0.068 0.859 1.548
C 1.319 0.241 1.447
O 1.346 -1.034 1.917
C 2.544 -1.797 1.911
C 2.190 -3.190 2.408
H 6.756 0.956 1.882
H 5.976 -0.566 1.421
H 6.257 0.687 0.206
H 4.644 2.188 1.339
H 4.408 0.992 2.631
H 2.943 2.792 -0.050
H 0.737 3.847 0.157
H -2.074 2.302 2.079
H -1.300 3.846 1.703
H -3.127 3.644 0.216
H -1.684 3.284 -0.781
H -2.345 1.101 -0.969
H -5.546 0.272 -0.763
H -5.782 -1.699 0.588
H -5.515 -0.330 1.680
H -3.135 -0.940 1.905
H -4.144 -2.329 2.328
H -3.834 -3.259 0.034
H -2.261 -3.011 0.824
H 2.823 1.450 -2.987
H 4.805 0.040 -2.828
H 4.502 -1.703 -2.623
H 4.799 -0.698 -1.211
H -4.513 -1.648 -1.700
H -3.440 -0.288 -2.077
H -0.724 0.284 2.007
H 2.954 -1.845 0.897
H 3.283 -1.337 2.578
H 1.478 -3.656 1.733
H 1.746 -3.132 3.399
H 3.088 -3.800 2.453

***

(2)
80
Properties=species:S:1:pos:R:3 method="wB97M-V/def2-TZVPD" relative_energy_kj_mol=18.41 e_tot_ha=-2263.79211 gap_ev="4.180 / 4.180" homo_ev="-5.6 / -5.6"
Bi -10.862 -15.505 7.748
C -8.845 -17.629 9.273
C -7.885 -17.660 8.201
C -8.468 -18.434 7.164
C -9.856 -18.779 7.559
C -10.021 -18.328 8.861
C -11.250 -18.603 9.706
C -10.763 -19.701 6.839
C -7.979 -18.681 5.822
C -6.581 -16.958 8.152
C -8.556 -17.178 10.639
H -10.977 -19.454 10.386
H -12.116 -18.853 9.100
H -11.513 -17.717 10.313
H -10.281 -20.442 6.226
H -11.466 -19.161 6.137
H -11.300 -20.279 7.595
H -7.024 -19.278 5.834
H -7.741 -17.688 5.308
H -8.677 -19.193 5.141
H -5.821 -17.674 8.593
H -6.602 -16.095 8.874
H -6.310 -16.725 7.104
H -8.418 -17.983 11.341
H -9.403 -16.649 11.023
H -7.606 -16.521 10.633
N -12.134 -12.024 10.840
C -12.026 -13.037 9.929
S -11.025 -14.380 10.435
N -12.663 -12.832 8.793
N -12.464 -13.669 7.778
C -13.228 -13.407 6.703
C -14.259 -12.335 6.773
C -15.601 -12.633 6.577
C -16.551 -11.607 6.655
C -16.168 -10.293 6.674
C -14.836 -9.925 6.879
C -13.885 -10.950 6.896
C -13.012 -14.295 5.584
C -13.333 -13.946 4.240
C -12.996 -14.800 3.236
C -12.235 -15.974 3.432
C -12.046 -16.300 4.776
N -12.364 -15.475 5.778
H -11.782 -12.165 11.780
H -12.404 -11.146 10.457
H -15.921 -13.653 6.428
H -17.600 -11.905 6.707
H -16.923 -9.499 6.502
H -14.557 -8.881 6.860
H -12.837 -10.744 7.068
H -13.816 -12.965 4.123
H -13.361 -14.599 2.255
H -12.074 -16.686 2.590
H -11.610 -17.260 5.069
C -6.039 -12.397 3.115
C -5.955 -12.242 4.517
C -6.747 -12.982 5.358
C -7.857 -13.709 4.862
C -8.029 -13.802 3.439
C -7.158 -13.097 2.624
C -8.871 -14.380 5.634
C -9.249 -14.087 6.890
C -8.912 -12.873 7.607
C -9.325 -11.652 7.075
C -9.143 -10.480 7.776
C -8.505 -10.466 9.023
C -8.092 -11.678 9.545
C -8.256 -12.859 8.891
H -5.329 -11.896 2.425
H -5.274 -11.531 4.984
H -6.552 -12.980 6.419
H -8.965 -14.237 3.113
H -7.412 -13.104 1.560
H -9.366 -15.158 5.035
H -9.844 -11.658 6.107
H -9.451 -9.511 7.377
H -8.469 -9.534 9.639
H -7.610 -11.681 10.538
H -7.931 -13.889 9.260

***

(3)
14
Properties=species:S:1:pos:R:3 method="wB97M-V/def2-TZVPD" relative_energy_kj_mol=292.16 e_tot_ha=-751.40165 gap_ev=7.691 charge=+1 homo_ev=-12.8
C -0.861 1.351 0.512
C -0.398 -0.983 0.031
N -3.022 0.811 -0.646
N -0.144 0.368 -0.113
N -1.630 -1.273 0.384
N -0.343 2.507 0.226
N 0.608 -1.852 -0.061
S -3.336 -0.364 0.060
H 0.802 0.679 -0.614
H -1.921 -2.302 0.553
H -0.723 3.396 0.315
H 0.510 2.530 -0.279
H 1.385 -1.436 -0.550
H 0.916 -2.693 0.491

***

(4)
45
Properties=species:S:1:pos:R:3 method="wB97M-V/def2-TZVPD" e_tot_ha=-1401.28437 gap_ev=9.204 smiles="O=C1OCC[C@@H]1C(F)(F)c1cccc(C(F)(F)F)c1.COC[C@@H](C)N" homo_ev=-9.5
O -3.658 -1.438 -5.769
C -2.715 -0.699 -5.433
O -2.500 0.664 -5.880
C -1.196 1.213 -5.472
C -0.369 -0.175 -5.273
C -1.495 -0.922 -4.421
C -1.210 -2.370 -3.800
F -2.348 -3.223 -3.754
F -0.166 -3.092 -4.472
C -0.656 -2.119 -2.297
C -1.640 -2.278 -1.102
C -1.134 -1.996 0.333
C 0.353 -1.571 0.483
C 1.346 -1.418 -0.710
C 2.877 -1.004 -0.549
F 2.977 0.213 0.167
F 3.664 -1.988 0.093
F 3.488 -0.796 -1.833
C 0.840 -1.693 -2.143
H -0.730 2.015 -6.130
H -1.171 1.622 -4.387
H 0.604 -0.142 -4.678
H -0.039 -0.593 -6.281
H -1.796 -0.319 -3.488
H -2.707 -2.603 -1.376
H -1.857 -2.080 1.219
H 0.749 -1.352 1.528
H 1.441 -1.612 -3.102
C -0.275 2.600 6.282
O -0.509 2.938 4.925
C 0.636 2.835 4.085
C 0.981 1.397 3.642
C 1.628 0.555 4.741
N -0.202 0.691 3.136
H 0.720 2.905 6.617
H -0.419 1.528 6.432
H -1.019 3.116 6.893
H 0.391 3.410 3.186
H 1.498 3.333 4.545
H 1.709 1.474 2.828
H 0.905 0.182 5.468
H 2.114 -0.322 4.305
H 2.391 1.125 5.277
H -0.565 1.198 2.330
H -0.939 0.789 3.835

***

(5)
16
Properties=species:S:1:pos:R:3 method="wB97M-V/def2-TZVPD" relative_energy_kj_mol=164.61 e_tot_ha=-271.68992 gap_ev=10.777 smiles="C=CCC.C=O" homo_ev=-9.9
C -0.094 -0.751 1.708
C 0.732 -0.506 0.692
C 0.731 -1.269 -0.608
C -0.096 -0.588 -1.703
H -0.070 -0.165 2.623
H -0.822 -1.558 1.663
H 1.455 0.305 0.788
H 1.762 -1.392 -0.962
H 0.332 -2.276 -0.435
H 0.288 0.412 -1.941
H -1.140 -0.483 -1.386
H -0.081 -1.178 -2.626
C -0.751 2.358 0.545
O -0.482 3.067 1.481
H -0.084 2.266 -0.337
H -1.680 1.757 0.500